Molecular formula: C2H9ClFN2OP2
Method: DFT, ωB97M-V/def2-TZVPD

Results
- HOMO-LUMO gap: 0.3260 Ha
- Net charge: +1
- HOMO energy: -13.3 eV

Last column: natural (NBO) charge in e.
Positions of all 18 atoms, in Å:
C  -1.3315  1.8767  -0.2658  -0.690
C  -1.0036  0.2929  -0.6561  0.319
F  -0.9663  0.2521  -2.1652  -0.363
N  0.3768  -0.1631  -0.2041  -1.031
P  0.6329  -1.9206  -0.4567  1.342
N  -0.3626  -2.8677  0.4084  -1.178
P  0.6761  0.4293  1.4489  1.247
O  2.1855  1.3507  1.3853  -0.911
Cl  1.0603  -1.1281  2.8388  -0.180
H  -0.3446  2.5346  -0.3359  0.227
H  -1.7609  1.9994  0.8268  0.279
H  -2.0772  2.2671  -1.1033  0.296
H  -1.8703  -0.4408  -0.3497  0.265
H  1.0647  0.3368  -0.8455  0.480
H  0.3441  -2.2184  -1.8539  0.031
H  2.0408  -2.1613  -0.2386  0.009
H  -0.9517  -2.2237  0.9844  0.366
H  2.1926  1.7924  0.4840  0.492